Molecular formula: CH4ClPS2
Method: DFT, wB97M-V/def2-TZVPD

Positions of all 9 atoms, in Å:
C -0.62 0.86 0.01
P -0.48 -0.56 1.18
S 3.08 0.26 0.16
S -0.95 -1.98 -0.27
Cl -2.36 1.38 0.03
H -0.07 1.74 0.54
H -0.28 0.97 -1.07
H 2.51 0.41 -1.02
H -0.83 -3.08 0.44

Properties
energy relative to the best compared isomer or geometry (same formula, charge and spin) = 96.52 kJ/mol
energy = -1638.32278 Eh
expectation value of S² = 2.01
HOMO-LUMO gap (spin up / spin down) = 8.3 / 7.1 eV
LUMO energy (spin up / spin down) = 0.0223 / -0.1012 Eh
2S+1 = 3